{
  "formula": "C38H79B2F4N6O15S4",
  "method": "ωB97M-V with the def2-TZVPD basis set",
  "charge": 1,
  "e_tot_ha": -4993.89414,
  "gap_ev": 7.090,
  "e_lumo_ev": -3.04,
  "multiplicity": 1,
  "species": ["C", "C", "C", "C", "N", "C", "B", "O", "O", "O", "C", "F", "C", "C", "C", "C", "S", "O", "O", "C", "F", "F", "F", "N", "C", "S", "C", "C", "B", "O", "N", "C", "C", "C", "C", "C", "S", "C", "N", "N", "C", "O", "N", "C", "S", "H", "H", "H", "H", "H", "H", "H", "H", "H", "H", "H", "H", "H", "H", "H", "H", "H", "H", "H", "H", "H", "H", "H", "H", "H", "H", "H", "H", "H", "H", "H", "H", "H", "H", "H", "H", "H", "H", "H", "C", "O", "C", "C", "O", "C", "H", "H", "H", "H", "H", "H", "H", "H", "H", "H", "C", "O", "C", "C", "O", "C", "H", "H", "H", "H", "H", "H", "H", "H", "H", "H", "C", "O", "C", "C", "O", "C", "H", "H", "H", "H", "H", "H", "H", "H", "H", "H", "C", "O", "C", "C", "O", "C", "H", "H", "H", "H", "H", "H", "H", "H", "H", "H"],
  "positions_angstrom": [[5.347, 3.044, 3.689], [5.221, 2.040, 4.826], [5.759, 0.654, 4.433], [4.818, -0.511, 4.731], [4.296, -1.291, 3.599], [3.392, -0.662, 2.666], [2.519, 0.453, 3.476], [2.384, 1.692, 2.985], [1.878, 0.172, 4.623], [4.168, 0.176, 1.780], [4.667, -0.201, 0.574], [6.002, -0.331, 0.671], [4.081, -1.469, -0.111], [5.106, -2.601, -0.166], [5.851, -3.156, 1.044], [7.013, -4.007, 0.475], [4.182, -0.816, -1.883], [3.291, 0.278, -2.150], [5.505, -0.354, -1.987], [4.167, -2.021, -3.334], [4.564, -1.230, -4.284], [2.998, -2.483, -3.704], [5.039, -2.982, -3.230], [2.660, -1.776, 0.344], [2.267, -3.099, -0.243], [0.582, -3.723, -0.131], [0.716, -5.459, 0.355], [1.747, -6.257, -0.448], [1.692, -0.610, -0.220], [1.939, 0.606, 0.295], [0.558, -0.754, -1.035], [-0.272, 0.452, -1.026], [0.640, -1.248, -2.424], [2.487, -1.749, 1.914], [1.123, -1.911, 2.503], [-0.072, -0.978, 2.386], [-1.149, -1.272, 3.799], [-2.156, -2.519, 3.159], [-3.393, -2.699, 3.277], [-3.648, -3.855, 2.566], [-2.601, -4.275, 2.091], [-1.548, -3.465, 2.430], [3.189, -2.997, 2.282], [2.806, -3.967, 2.879], [2.284, -5.171, 3.647], [5.719, 3.986, 4.040], [4.408, 3.248, 3.209], [6.037, 2.714, 2.934], [5.829, 2.423, 5.623], [4.204, 1.968, 5.164], [6.651, 0.524, 5.012], [6.074, 0.648, 3.409], [4.120, -0.273, 5.502], [5.455, -1.209, 5.240], [5.110, -1.551, 3.067], [1.467, 1.962, 3.024], [2.092, -0.693, 4.978], [4.531, 0.658, -0.054], [5.911, -2.256, -0.779], [4.779, -3.455, -0.723], [5.300, -3.861, 1.614], [6.344, -2.425, 1.649], [7.951, -3.503, 0.569], [6.824, -4.262, -0.549], [7.081, -4.936, 0.999], [2.875, -3.906, 0.097], [2.492, -3.045, -1.289], [1.045, -5.465, 1.374], [-0.256, -5.899, 0.293], [1.316, -7.191, -0.742], [2.070, -5.711, -1.311], [2.582, -6.509, 0.174], [2.689, 1.056, -0.106], [-0.488, 0.855, -0.058], [0.211, 1.231, -1.586], [-1.217, 0.303, -1.505], [0.823, -2.296, -2.479], [1.297, -0.675, -3.052], [-0.333, -1.158, -2.862], [1.286, -1.983, 3.559], [0.669, -2.856, 2.307], [-0.626, -1.299, 1.530], [0.107, 0.067, 2.227], [-2.447, -5.127, 1.485], [-1.016, 4.355, -2.631], [-1.337, 3.716, -1.406], [-1.225, 4.577, -0.277], [-2.560, 5.114, 0.175], [-3.102, 5.992, -0.798], [-4.113, 5.408, -1.600], [-1.355, 3.710, -3.439], [-1.511, 5.323, -2.721], [0.068, 4.491, -2.720], [-0.546, 5.407, -0.488], [-0.786, 3.979, 0.530], [-2.410, 5.702, 1.087], [-3.252, 4.300, 0.412], [-5.041, 5.321, -1.037], [-3.820, 4.424, -1.969], [-4.278, 6.070, -2.451], [-5.995, 11.414, -0.635], [-5.916, 10.011, -0.804], [-4.778, 9.596, -1.541], [-3.685, 9.070, -0.641], [-3.146, 10.095, 0.182], [-3.642, 10.068, 1.506], [-6.744, 11.613, 0.129], [-5.041, 11.836, -0.312], [-6.308, 11.896, -1.567], [-4.402, 10.412, -2.164], [-5.104, 8.787, -2.204], [-2.869, 8.696, -1.264], [-4.050, 8.238, -0.038], [-3.186, 9.247, 2.070], [-4.729, 9.962, 1.528], [-3.372, 11.010, 1.979], [0.009, -5.268, -4.009], [0.130, -4.055, -4.720], [1.071, -4.113, -5.783], [0.374, -4.284, -7.111], [-0.272, -5.539, -7.203], [-1.671, -5.476, -6.985], [-0.887, -5.202, -3.394], [-0.081, -6.130, -4.672], [0.879, -5.401, -3.354], [1.799, -4.914, -5.621], [1.612, -3.162, -5.790], [1.125, -4.249, -7.906], [-0.333, -3.467, -7.282], [-2.175, -5.052, -7.860], [-1.917, -4.882, -6.103], [-2.027, -6.493, -6.836], [-7.104, -2.534, 2.928], [-8.127, -2.873, 2.007], [-8.895, -1.766, 1.595], [-8.452, -1.307, 0.231], [-7.125, -0.804, 0.263], [-6.163, -1.727, -0.204], [-6.420, -3.377, 2.986], [-6.544, -1.651, 2.611], [-7.532, -2.359, 3.922], [-8.828, -0.950, 2.320], [-9.940, -2.085, 1.541], [-9.104, -0.492, -0.099], [-8.540, -2.122, -0.493], [-6.204, -1.806, -1.297], [-6.304, -2.717, 0.236], [-5.180, -1.352, 0.084]],
  "lowdin_charge": [-0.087, -0.216, -0.160, -0.174, 0.062, -0.214, -0.687, 0.220, 0.211, 0.046, -0.366, 0.103, -0.210, -0.162, -0.202, -0.055, 0.823, -0.216, -0.208, -0.706, 0.199, 0.170, 0.204, 0.048, -0.376, 0.984, -0.478, -0.118, -0.679, 0.206, -0.029, -0.034, -0.047, -0.171, -0.216, -0.417, 1.086, -0.708, 0.101, 0.082, -0.172, -0.004, 0.082, -0.781, 0.901, 0.066, 0.056, 0.067, 0.101, 0.094, 0.106, 0.091, 0.110, 0.117, 0.104, 0.130, 0.112, 0.145, 0.105, 0.111, 0.080, 0.098, 0.080, 0.072, 0.073, 0.080, 0.070, -0.011, 0.068, 0.078, 0.045, 0.069, 0.125, 0.083, 0.099, 0.100, 0.039, 0.083, 0.097, 0.096, 0.055, 0.070, 0.077, 0.128, -0.103, -0.207, -0.201, -0.197, -0.215, -0.096, 0.090, 0.085, 0.089, 0.130, 0.118, 0.129, 0.130, 0.092, 0.083, 0.090, -0.110, -0.188, -0.202, -0.211, -0.186, -0.112, 0.089, 0.084, 0.089, 0.128, 0.120, 0.123, 0.114, 0.085, 0.085, 0.089, -0.105, -0.201, -0.206, -0.204, -0.184, -0.103, 0.092, 0.092, 0.070, 0.130, 0.114, 0.130, 0.130, 0.092, 0.082, 0.091, -0.114, -0.189, -0.215, -0.205, -0.190, -0.119, 0.070, 0.081, 0.090, 0.128, 0.127, 0.126, 0.127, 0.087, 0.082, 0.081]
}